--- one ---
{"formula": "CBrNO3", "method": "the ωB97M-V functional and the def2-TZVPD basis", "species": ["C", "N", "O", "O", "O", "Br"], "coordinates": [[-2.115, -0.336, -0.230], [2.381, 0.866, 0.306], [1.312, 1.100, 0.633], [-1.736, -0.643, -1.249], [-2.538, 0.014, 0.747], [2.696, -1.002, -0.207]], "nbo_charge": [1.01, 0.21, -0.17, -0.51, -0.50, -0.04], "total_charge": 0, "lumo_ev": -1.067, "smiles": "O=C=O.O=NBr", "e_homo_ev": -10.340}



--- two ---
{"formula": "CBrNO3", "method": "the ωB97M-V functional and the def2-TZVPD basis", "species": ["C", "N", "O", "O", "O", "Br"], "coordinates": [[-0.349, 0.323, -0.644], [0.301, 0.214, 0.739], [0.036, -0.794, 1.345], [-0.497, 1.249, -1.272], [1.102, 1.081, 0.910], [-0.592, -2.073, -1.078]], "nbo_charge": [0.70, 0.45, -0.27, -0.38, -0.29, -0.21], "total_charge": 0, "lumo_ev": -2.131, "smiles": "O=C(Br)[N+](=O)[O-]", "e_homo_ev": -10.550}



Relative energies with respect to the most stable structure, expressed in eV: one 0.000; two 3.203.



--- one ---
{"formula": "C16H17AsCdN10O7S4", "method": "the ωB97M-V functional and the def2-TZVPD basis", "species": ["Cd", "N", "N", "C", "N", "S", "H", "H", "H", "H", "H", "O", "As", "O", "O", "C", "C", "C", "C", "C", "C", "S", "O", "O", "O", "H", "H", "H", "H", "H", "S", "C", "C", "C", "C", "N", "C", "C", "C", "S", "C", "N", "H", "H", "O", "H", "H", "N", "N", "N", "C", "N", "N", "H", "H", "H"], "coordinates": [[0.682, -0.242, 0.393], [2.420, -0.036, -1.368], [2.106, 0.292, -2.708], [0.980, -0.375, -3.217], [0.687, 0.094, -4.519], [-0.439, -0.923, -2.209], [2.622, 0.855, -0.903], [3.222, -0.649, -1.336], [1.994, 1.300, -2.776], [1.510, -0.003, -5.102], [-0.091, -0.418, -4.909], [1.269, -4.739, 1.455], [1.507, -3.667, 0.007], [0.927, -1.726, -2.939], [1.608, -2.176, 0.787], [-0.379, -3.972, -0.743], [-0.214, -4.927, -1.757], [-1.268, -5.517, -2.432], [-2.567, -5.153, -2.100], [-2.764, -4.199, -1.120], [-1.691, -3.602, -0.454], [-2.272, -2.397, 0.749], [-3.232, -1.608, -0.024], [-2.886, -3.164, 1.810], [-1.127, -1.600, 1.218], [0.835, -4.187, 2.124], [0.798, -5.221, -2.026], [-1.078, -6.253, -3.205], [-3.419, -5.600, -2.600], [-3.769, -3.892, -0.864], [1.885, 1.050, 2.210], [2.101, 2.784, 2.008], [2.458, 3.460, 3.179], [2.726, 4.823, 3.218], [3.092, 5.443, 4.452], [3.392, 5.939, 5.448], [2.622, 5.560, 2.027], [2.263, 4.906, 0.861], [1.990, 3.528, 0.797], [1.537, 2.869, -0.739], [2.892, 6.966, 1.995], [3.104, 8.097, 1.948], [2.532, 2.889, 4.095], [2.188, 5.471, -0.059], [-1.113, 0.304, 3.666], [-0.194, 0.567, 3.488], [-1.249, -0.450, 3.070], [-4.392, 0.628, -1.310], [-3.322, 1.081, -0.539], [-3.461, 1.592, 0.666], [-2.196, 1.673, 1.058], [-1.362, 1.217, 0.115], [-2.102, 0.860, -0.904], [-5.206, 0.831, -0.738], [-4.276, -0.392, -1.275], [-1.880, 2.010, 2.030]], "nbo_charge": [1.63, -0.75, -0.49, 0.46, -0.84, 0.31, 0.41, 0.37, 0.40, 0.37, 0.38, -1.07, 1.48, -0.62, -1.33, -0.35, -0.23, -0.23, -0.26, -0.13, -0.35, 2.43, -1.07, -0.99, -1.08, 0.48, 0.20, 0.19, 0.19, 0.22, -0.54, -0.16, -0.18, -0.15, 0.30, -0.38, -0.21, -0.18, -0.15, -0.50, 0.33, -0.38, 0.22, 0.22, -0.99, 0.49, 0.49, -0.62, 0.17, -0.29, 0.14, -0.34, -0.05, 0.37, 0.41, 0.25], "total_charge": -2, "lumo_ev": 4.121, "e_homo_ev": -2.278}



--- two ---
{"formula": "C16H17AsCdN10O7S4", "method": "the ωB97M-V functional and the def2-TZVPD basis", "species": ["Cd", "N", "N", "C", "N", "S", "H", "H", "H", "H", "H", "O", "As", "O", "O", "C", "C", "C", "C", "C", "C", "S", "O", "O", "O", "H", "H", "H", "H", "H", "S", "C", "C", "C", "C", "N", "C", "C", "C", "S", "C", "N", "H", "H", "O", "H", "H", "N", "N", "N", "C", "N", "N", "H", "H", "H"], "coordinates": [[0.063, 1.043, -0.644], [-1.639, 0.601, -2.317], [-2.133, 1.501, -3.259], [-1.468, 2.605, -3.648], [-2.254, 3.436, -4.440], [0.106, 2.950, -3.311], [-1.445, -0.347, -2.705], [-2.322, 0.486, -1.574], [-3.090, 1.382, -3.551], [-3.212, 3.535, -4.133], [-1.799, 4.323, -4.587], [1.169, -2.469, -3.873], [-0.034, -3.130, -2.715], [0.928, -2.467, -1.112], [-1.301, -2.065, -2.749], [2.232, -2.757, -1.140], [2.648, -4.086, -0.984], [3.982, -4.443, -1.062], [4.951, -3.478, -1.297], [4.561, -2.154, -1.432], [3.226, -1.785, -1.348], [2.869, -0.043, -1.372], [2.654, 0.302, 0.033], [3.988, 0.607, -2.003], [1.586, 0.129, -2.108], [1.247, -1.508, -3.733], [1.882, -4.833, -0.815], [4.266, -5.484, -0.946], [5.997, -3.748, -1.366], [5.291, -1.375, -1.607], [-2.158, 2.114, 0.474], [-1.353, 2.735, 1.885], [-2.044, 2.801, 3.097], [-1.474, 3.310, 4.256], [-2.255, 3.369, 5.458], [-2.890, 3.425, 6.418], [-0.147, 3.764, 4.221], [0.562, 3.686, 3.031], [-0.002, 3.200, 1.845], [0.959, 3.221, 0.398], [0.488, 4.295, 5.393], [1.007, 4.721, 6.329], [-3.066, 2.447, 3.126], [1.592, 4.017, 3.008], [0.407, -0.651, 1.224], [0.391, -1.387, 0.584], [1.328, -0.335, 1.151], [-2.422, -3.939, 2.371], [-2.646, -2.778, 1.623], [-3.654, -1.971, 1.846], [-3.430, -1.049, 0.911], [-2.349, -1.318, 0.175], [-1.858, -2.437, 0.649], [-2.470, -3.642, 3.342], [-1.453, -4.174, 2.169], [-4.011, -0.150, 0.813]], "nbo_charge": [1.58, -0.74, -0.44, 0.25, -0.83, -0.20, 0.45, 0.39, 0.36, 0.36, 0.40, -1.09, 1.64, -0.84, -1.24, 0.34, -0.25, -0.22, -0.28, -0.16, -0.41, 2.43, -1.04, -0.98, -1.08, 0.50, 0.20, 0.19, 0.20, 0.23, -0.53, -0.17, -0.17, -0.20, 0.32, -0.39, -0.18, -0.19, -0.17, -0.44, 0.31, -0.38, 0.22, 0.23, -1.00, 0.50, 0.51, -0.61, 0.15, -0.30, 0.11, -0.27, -0.06, 0.37, 0.38, 0.23], "total_charge": -2, "lumo_ev": 4.221, "e_homo_ev": -2.194}



Relative energies with respect to the most stable structure, expressed in eV: one 2.032; two 0.000.



--- one ---
{"formula": "C5H8OS", "method": "the ωB97M-V functional and the def2-TZVPD basis", "species": ["C", "C", "C", "C", "C", "H", "H", "H", "H", "H", "H", "H", "H", "O", "S"], "coordinates": [[0.651, -0.268, 0.324], [-0.144, -1.277, -0.476], [-1.525, -0.689, -0.331], [-1.504, 0.557, 0.114], [-0.130, 1.048, 0.327], [2.991, -0.769, 0.681], [0.700, -0.626, 1.359], [0.136, -1.367, -1.523], [-0.086, -2.294, -0.055], [-2.408, -1.242, -0.560], [-2.457, 1.152, 0.214], [0.092, 1.519, 1.309], [1.066, 2.332, -0.428], [0.226, 1.923, -0.725], [2.391, 0.000, -0.230]], "nbo_charge": [-0.31, -0.46, -0.15, -0.22, 0.04, 0.13, 0.23, 0.23, 0.22, 0.21, 0.22, 0.17, 0.48, -0.71, -0.06], "total_charge": 0, "lumo_ev": 0.705, "smiles": "O[C@H]1C=CC[C@H]1S", "e_homo_ev": -9.209}



--- two ---
{"formula": "C5H8OS", "method": "the ωB97M-V functional and the def2-TZVPD basis", "species": ["C", "C", "C", "C", "C", "H", "H", "H", "H", "H", "H", "H", "H", "O", "S"], "coordinates": [[-0.502, 0.640, -0.046], [-0.170, 0.442, 1.386], [1.035, -0.482, 1.166], [-0.063, -0.607, -0.902], [-0.623, -1.113, -2.041], [0.045, 2.752, 0.080], [-1.516, 0.746, -0.211], [-0.845, -0.307, 1.802], [-0.370, 1.242, 2.071], [1.449, -1.255, 1.898], [1.946, 0.146, 0.862], [-1.804, -0.879, -2.770], [-0.102, -1.880, -2.733], [0.804, -1.272, -0.029], [0.717, 1.828, -0.533]], "nbo_charge": [-0.40, -0.48, -0.08, 0.28, -0.50, 0.11, 0.24, 0.21, 0.25, 0.22, 0.19, 0.23, 0.23, -0.51, 0.02], "total_charge": 0, "lumo_ev": 0.688, "e_homo_ev": -8.705}



Relative energies with respect to the most stable structure, expressed in eV: one 0.000; two 3.355.



--- one ---
{"formula": "CClNO4", "method": "the ωB97M-V functional and the def2-TZVPD basis", "species": ["C", "N", "O", "O", "O", "O", "Cl"], "coordinates": [[-0.515, -0.403, -0.372], [0.098, 0.910, -0.169], [-1.296, -0.970, -1.011], [0.993, 1.208, -0.974], [-0.428, 1.541, 0.679], [-0.068, -1.242, 1.534], [0.856, -2.598, 1.219]], "nbo_charge": [0.86, 0.44, -0.34, -0.30, -0.23, -0.64, 0.21], "total_charge": 0, "lumo_ev": [-2.534, -2.566], "e_homo_ev": [-10.057, -10.009]}



--- two ---
{"formula": "CClNO4", "method": "the ωB97M-V functional and the def2-TZVPD basis", "species": ["C", "N", "O", "O", "O", "O", "Cl"], "coordinates": [[0.145, -0.289, -0.377], [0.530, 1.075, 0.113], [0.506, -0.924, -1.281], [1.085, 1.116, 1.175], [0.235, 1.978, -0.618], [-0.949, -0.700, 0.632], [-1.552, -2.256, 0.355]], "nbo_charge": [0.84, 0.46, -0.43, -0.30, -0.31, -0.54, 0.28], "total_charge": 0, "lumo_ev": -1.203, "smiles": "O=C(OCl)[N+](=O)[O-]", "e_homo_ev": -11.487}



Relative energies with respect to the most stable structure, expressed in eV: one 2.655; two 0.000.



--- one ---
{"formula": "CH3NO", "method": "the ωB97M-V functional and the def2-TZVPD basis", "species": ["C", "H", "H", "H", "N", "O"], "coordinates": [[-0.768, -0.092, -0.054], [1.543, 0.780, 0.007], [-0.755, 1.076, 0.009], [-1.757, -0.656, 0.081], [0.200, -0.841, -0.022], [1.538, -0.267, -0.021]], "nbo_charge": [-0.16, 0.44, 0.16, 0.21, -0.08, -0.57], "total_charge": 0, "lumo_ev": 0.934, "smiles": "C=NO", "e_homo_ev": -10.660}



--- two ---
{"formula": "CH3NO", "method": "the ωB97M-V functional and the def2-TZVPD basis", "species": ["C", "H", "H", "H", "N", "O"], "coordinates": [[0.281, -0.469, 0.692], [-0.856, 1.250, -1.380], [0.217, -1.402, 0.135], [0.730, -0.321, 1.716], [0.030, 0.542, 0.047], [-0.402, 0.399, -1.209]], "nbo_charge": [-0.17, 0.48, 0.17, 0.20, -0.14, -0.55], "total_charge": 0, "lumo_ev": 1.124, "smiles": "C=NO", "e_homo_ev": -9.969}



--- three ---
{"formula": "CH3NO", "method": "the ωB97M-V functional and the def2-TZVPD basis", "species": ["C", "H", "H", "H", "N", "O"], "coordinates": [[0.616, -0.029, -0.221], [-1.166, 0.871, 0.224], [-1.102, -0.756, 0.738], [1.074, -0.997, -0.042], [-0.689, -0.073, -0.230], [1.268, 0.984, -0.470]], "nbo_charge": [0.50, 0.40, 0.37, 0.11, -0.79, -0.58], "total_charge": 0, "lumo_ev": 0.464, "smiles": "NC=O", "e_homo_ev": -10.169}



Relative energies with respect to the most stable structure, expressed in eV: one 1.338; two 0.924; three 0.000.